# C6H11N4

A gas-phase ion, C6H11N4 (charge +1) in a non-equilibrium geometry (ωB97M-V/def2-TZVPD, OMol25).

Calculated total energy (eV): -12351.4087
HOMO energy (hartree): -0.4552
Lowest unoccupied orbital energy (eV): -3.40
ΔE to the lowest compared entry with this formula, charge and spin (kcal per mole): 70.50
SMILES: N/C1=C\CC[NH+]=C=NCN1
2S+1: 1
Charge: +1

Structure (XYZ):
```
21
Properties=species:S:1:pos:R:3:forces:R:3:lowdin_charge:R:1
C -0.521761 0.191446 1.443127 0.7589 -1.8856 -0.3519 -0.08
C 0.893273 -0.667064 -0.692775 2.1410 0.7729 1.2674 -0.44
C -0.501857 1.325169 -1.322658 -1.8650 -1.8523 1.3700 -0.10
C -1.516538 1.668948 -0.099516 2.4342 -2.4782 -0.0118 -0.03
C -0.014599 -2.202469 0.908664 -0.1526 -0.0851 0.8285 -0.13
C -0.102497 -0.154364 -1.389817 -2.3353 0.4864 -0.0108 -0.04
N -0.511272 -0.987650 1.527452 -0.6632 2.6522 0.6302 0.20
N -0.646784 1.422883 1.118876 -0.5887 0.3763 1.0623 0.09
N 0.976254 -1.921198 -0.128895 -0.4724 -3.7019 0.9971 0.03
N 1.853056 0.122074 -0.037262 2.4614 1.4124 -0.2570 0.10
H -0.971711 1.556900 -2.223693 -0.5437 0.8899 -1.5116 0.09
H 0.368975 1.830484 -1.138206 1.8292 2.0246 0.0296 0.06
H -1.911530 2.613909 0.136194 -0.4467 1.5127 -0.8929 0.11
H -2.302127 0.923598 -0.018215 -0.2413 0.0818 -0.3170 0.13
H 0.308070 -2.764341 1.843865 0.2183 0.0697 -1.7668 0.17
H -0.947636 -2.637568 0.536665 0.2593 -0.2578 -0.0680 0.14
H -0.845876 -0.797743 -1.853729 0.1876 -0.2161 0.2669 0.12
H -0.304752 2.209163 1.701760 -0.1788 -1.0131 -0.5531 0.20
H 1.843328 -2.474772 0.084104 -0.9073 1.6490 -0.7776 0.17
H 2.051757 1.059089 -0.415811 -0.4316 -0.6291 -0.0241 0.10
H 2.804227 -0.316494 0.019868 -1.4634 0.1910 0.0907 0.13
```
Positions in Å, forces in eV/Å.